(1)
Density functional theory data (ωB97M-V with the def2-TZVPD basis set) for a structure of composition C35H15F15GeN2O4OsS.

Values from the calculation:
- Gap between HOMO and LUMO (spin up / spin down): 0.130 / 0.170 hartree
- Max |F|: 5.42 eV/Å
- HOMO level (spin up / spin down): -5.6 / -8.3 eV
- Molar mass: 1107.4 g/mol

```
! RIJCOSX wB97M-V def2-TZVPD def2/J DEFGRID3
* xyz 0 5
Os 0.39 0.23 -0.37
C -0.18 4.30 -1.67
O -0.55 4.87 -0.42
C -0.74 4.15 0.71
C -1.09 4.93 1.81
C -1.33 4.37 3.05
C -1.20 3.01 3.21
C -0.83 2.20 2.13
C -0.69 0.79 2.43
N -0.25 -0.09 1.61
N -0.13 -1.41 2.07
C 0.37 -2.14 1.15
O 0.70 -1.69 -0.07
C 0.60 -3.58 1.39
C 0.86 -4.04 2.68
C 1.07 -5.39 2.90
C 1.00 -6.28 1.83
C 0.74 -5.82 0.55
C 0.56 -4.47 0.32
C -0.60 2.77 0.87
O -0.25 2.02 -0.21
H -0.15 5.13 -2.36
H -0.91 3.57 -2.01
H 0.81 3.83 -1.62
H -1.16 6.00 1.65
H -1.60 5.00 3.89
H -1.38 2.54 4.18
H -0.94 0.45 3.43
H 0.90 -3.32 3.50
H 1.29 -5.75 3.89
H 1.16 -7.34 2.01
H 0.69 -6.52 -0.27
H 0.36 -4.09 -0.67
C 0.90 1.02 -3.36
C 0.21 0.03 -2.45
O -0.42 -0.90 -2.86
H 0.86 0.66 -4.39
H 1.94 1.16 -3.04
H 0.40 1.99 -3.27
F 6.91 1.23 1.64
C 6.07 0.78 2.57
C 4.93 0.07 2.22
C 4.10 -0.32 3.26
F 2.97 -0.99 2.99
C 4.38 -0.06 4.58
F 3.56 -0.46 5.56
C 5.53 0.65 4.89
F 5.81 0.92 6.16
C 6.38 1.07 3.89
F 7.48 1.75 4.19
Ge 4.25 -0.21 0.40
S 2.58 1.16 0.32
C 5.67 0.18 -0.91
C 6.87 -0.48 -0.75
F 7.01 -1.37 0.24
C 7.96 -0.26 -1.56
F 9.11 -0.92 -1.37
C 7.85 0.66 -2.59
F 8.89 0.88 -3.39
C 6.66 1.33 -2.79
F 6.56 2.20 -3.80
C 5.59 1.08 -1.96
F 4.46 1.74 -2.22
C 3.95 -2.12 0.07
C 3.48 -2.45 -1.18
F 3.19 -1.46 -2.06
C 3.30 -3.75 -1.60
F 2.85 -4.03 -2.82
C 3.60 -4.77 -0.72
F 3.45 -6.03 -1.09
C 4.07 -4.48 0.55
F 4.36 -5.47 1.39
C 4.25 -3.16 0.93
F 4.75 -2.94 2.15
*
```

Atom charges from the Mulliken analysis, given in e for atoms 1 to 2: 1.51, -0.64



(2)
Density functional theory data (ωB97M-V with the def2-TZVPD basis set) for a cluster of 3 separate species, C18H40F3NO15P2S4 in total.

Values from the calculation:
- Gap between HOMO and LUMO: 0.333 hartree
- SMILES: CCOCCO[C@H](CCOC=O)OC[C@@](O[C@@](O)(S)C(F)(F)F)([PH2]=S)P(=N)(O)O.CCOS(C)(=O)=O.CCOS(C)(=O)=O
- Max |F|: 2.44 eV/Å
- Energy relative to the best compared isomer or geometry (same formula, charge and spin): 15.8 kcal per mole
- HOMO level: -8.7 eV
- Molar mass: 757.7 g/mol

```
! RIJCOSX wB97M-V def2-TZVPD def2/J DEFGRID3
* xyz 0 1
C -1.76 3.47 -3.10
C -1.98 2.11 -2.47
O -2.36 2.27 -1.11
C -1.59 1.51 -0.20
C -2.37 1.45 1.10
O -2.35 0.18 1.71
C -3.19 -0.73 1.09
C -4.68 -0.47 1.37
C -5.55 -0.62 0.14
O -5.88 0.69 -0.34
C -6.27 0.64 -1.65
O -5.56 0.98 -2.58
O -2.80 -1.97 1.57
C -3.25 -3.04 0.77
C -2.37 -4.26 0.97
O -1.40 -4.52 -0.02
C -0.69 -3.50 -0.58
O -1.44 -2.89 -1.59
S -0.08 -2.22 0.59
C 0.55 -4.21 -1.29
F 0.89 -3.55 -2.41
F 0.25 -5.48 -1.61
F 1.64 -4.26 -0.49
P -1.65 -4.38 2.73
S 0.02 -5.39 2.75
P -3.54 -5.72 0.82
N -4.65 -5.82 1.89
O -2.62 -6.98 0.67
O -4.17 -5.53 -0.62
H -1.07 3.42 -3.93
H -2.69 3.85 -3.48
H -1.41 4.14 -2.33
H -2.81 1.64 -2.98
H -1.10 1.48 -2.57
H -1.37 0.52 -0.59
H -0.65 2.04 -0.03
H -3.37 1.82 0.91
H -1.92 2.12 1.81
H -3.04 -0.67 0.01
H -4.83 0.53 1.74
H -5.02 -1.15 2.14
H -5.03 -1.16 -0.64
H -6.46 -1.17 0.36
H -7.31 0.30 -1.77
H -4.25 -3.30 1.10
H -3.34 -2.77 -0.27
H -1.06 -2.02 -1.71
H 1.06 -1.78 0.03
H -2.61 -5.02 3.51
H -1.51 -3.08 3.24
H -4.60 -5.08 2.57
H -2.63 -7.51 1.47
H -3.49 -5.41 -1.29
C 3.46 -1.72 -3.67
C 4.41 -1.47 -2.51
O 4.78 -0.08 -2.37
S 3.70 0.93 -1.80
C 4.76 2.30 -1.55
O 3.24 0.44 -0.54
O 2.76 1.25 -2.83
H 2.50 -1.24 -3.51
H 3.29 -2.79 -3.78
H 3.88 -1.33 -4.59
H 3.98 -1.83 -1.57
H 5.34 -2.00 -2.67
H 5.49 2.05 -0.78
H 4.14 3.13 -1.22
H 5.25 2.55 -2.49
C 5.39 7.57 2.46
C 6.34 6.39 2.53
O 5.75 5.23 3.17
S 4.66 4.41 2.37
C 4.58 3.02 3.45
O 5.22 4.01 1.11
O 3.41 5.10 2.41
H 4.54 7.37 1.82
H 5.92 8.44 2.06
H 5.01 7.81 3.45
H 6.70 6.10 1.54
H 7.20 6.63 3.14
H 5.54 2.51 3.44
H 3.79 2.37 3.07
H 4.33 3.37 4.44
*
```

Atom charges from the Mulliken analysis, given in e for atoms 1 to 2: -1.31, -0.12



(3)
Density functional theory data (ωB97M-V with the def2-TZVPD basis set) for a structure of composition C2H2N2O2.

Values from the calculation:
- Gap between HOMO and LUMO: 0.381 hartree
- Max |F|: 7.95 eV/Å
- Energy relative to the best compared isomer or geometry (same formula, charge and spin): 70.8 kcal per mole
- HOMO level: -9.9 eV
- Molar mass: 86.0 g/mol

```
! RIJCOSX wB97M-V def2-TZVPD def2/J DEFGRID3
* xyz 0 1
C 0.65 -0.02 -0.04
C -1.32 0.32 0.02
H 2.45 0.45 -0.02
H -2.30 0.82 0.15
N -0.22 0.96 -0.03
N -1.30 -1.07 -0.14
O 2.01 -0.31 -0.04
O 0.02 -1.16 0.10
*
```

Atom charges from the natural (NBO) analysis, given in e for atoms 1 to 2: 0.75, 0.15



(4)
Density functional theory data (ωB97M-V with the def2-TZVPD basis set) for the molecule C2H2N2O2.

Values from the calculation:
- Gap between HOMO and LUMO: 0.378 hartree
- SMILES: Oc1nnco1
- Max |F|: 5.37 eV/Å
- Energy relative to the best compared isomer or geometry (same formula, charge and spin): 68.0 kcal per mole
- HOMO level: -10.1 eV
- Molar mass: 86.0 g/mol

```
! RIJCOSX wB97M-V def2-TZVPD def2/J DEFGRID3
* xyz 0 1
O 1.58 1.23 -0.44
C 0.79 0.16 -0.03
N 0.93 -0.68 0.88
N -0.32 -1.22 0.96
C -1.19 -0.57 0.19
O -0.44 0.34 -0.58
H 0.89 1.60 -1.30
H -2.23 -0.86 0.30
*
```

Atom charges from the natural (NBO) analysis, given in e for atoms 1 to 2: -0.64, 0.73



(5)
Density functional theory data (ωB97M-V with the def2-TZVPD basis set) for the molecule CH4N2O2.

Values from the calculation:
- Gap between HOMO and LUMO (spin up / spin down): 0.226 / 0.281 hartree
- Max |F|: 5.25 eV/Å
- Energy relative to the best compared isomer or geometry (same formula, charge and spin): 75.1 kcal per mole
- HOMO level (spin up / spin down): -5.4 / -10.2 eV
- Molar mass: 76.1 g/mol

```
! RIJCOSX wB97M-V def2-TZVPD def2/J DEFGRID3
* xyz 0 3
C 1.13 0.73 -0.22
N -0.50 -1.23 -0.02
N -0.41 0.08 -0.44
O 2.02 0.07 0.17
O -1.34 0.98 -0.06
H 0.93 1.76 -0.18
H -0.47 -1.94 -0.76
H 0.13 -1.53 0.66
H -1.48 1.08 0.85
*
```

Atom charges from the natural (NBO) analysis, given in e for atoms 1 to 2: 0.10, -0.71



(6)
Density functional theory data (ωB97M-V with the def2-TZVPD basis set) for the molecule C6H8N2S.

Values from the calculation:
- Gap between HOMO and LUMO: 0.356 hartree
- SMILES: C/C=N/C(C)=C\SC#N
- Max |F|: 3.22 eV/Å
- Energy relative to the best compared isomer or geometry (same formula, charge and spin): 50.3 kcal per mole
- HOMO level: -9.1 eV
- Molar mass: 140.2 g/mol

```
! RIJCOSX wB97M-V def2-TZVPD def2/J DEFGRID3
* xyz 0 1
C -0.47 2.48 0.34
C -0.01 1.17 -0.25
N -0.06 0.10 0.43
C 0.55 -1.09 0.21
C -0.42 -2.16 0.02
C 1.87 -1.42 0.28
S 3.03 -0.25 0.89
C 3.64 0.61 -0.46
N 4.21 1.30 -1.17
H -0.54 3.18 -0.45
H -1.25 2.31 1.02
H 0.30 2.74 1.03
H 0.30 1.07 -1.29
H -1.29 -1.81 -0.48
H -0.80 -2.48 0.98
H 0.18 -3.04 -0.25
H 2.12 -2.43 0.20
*
```

Atom charges from the natural (NBO) analysis, given in e for atoms 1 to 2: -0.68, 0.21